Computed, not measured: C33H65HgO19S8 as an isolated structure in a non-equilibrium geometry, with ωB97M-V/def2-TZVPD.

Output
HOMO-LUMO gap, eV: 1.324
LUMO, eV: -10.10
Charge: +1
E_tot, eV: -165014.027

CARTESIAN COORDINATES (ANGSTROEM)
Hg 1.3428 1.2675 3.0810
O -2.3189 -2.3149 0.0326
C -1.4045 -1.4478 0.4705
O -1.6094 -0.1702 0.5966
O -0.3112 -1.8993 0.8488
H -1.9513 -3.1725 0.2585
C 4.5963 -7.0046 0.1462
C 4.5744 -8.1131 1.1459
C 4.5985 -9.4178 0.3143
S 5.6446 -9.0831 -1.2067
O 4.8950 -9.3307 -2.4589
O 6.9908 -9.5953 -0.9506
C 5.7663 -7.2422 -0.8442
H 4.7204 -6.0471 0.6520
H 3.6380 -6.8872 -0.3597
H 3.6914 -8.0244 1.7788
H 5.4939 -8.0083 1.7218
H 3.5923 -9.6939 -0.0010
H 4.9191 -10.2923 0.8806
H 5.8280 -6.7169 -1.7974
H 6.7557 -7.1053 -0.4078
C -8.6803 -2.3696 2.1858
C -9.0932 -1.0156 2.4217
C -10.5938 -0.9218 1.9605
S -10.9983 -2.4057 0.9281
O -11.3947 -2.0761 -0.4381
O -11.7285 -3.4068 1.7576
C -9.2850 -2.9861 0.9189
H -8.9733 -3.0096 3.0181
H -7.6056 -2.5502 2.2065
H -8.4413 -0.3442 1.8629
H -9.0049 -0.6894 3.4580
H -10.6103 -0.1845 1.1578
H -11.3997 -0.7557 2.6754
H -8.8607 -2.4421 0.0750
H -9.1312 -4.0471 0.7218
C 4.0667 0.7535 -4.9218
C 4.6602 2.0710 -4.5354
C 5.8293 1.8895 -3.5869
S 5.1929 0.5873 -2.4578
O 4.4462 1.1271 -1.3362
O 6.1627 -0.4591 -2.2143
C 3.9675 -0.1188 -3.6114
H 4.8326 0.3361 -5.5755
H 3.1403 0.7337 -5.4959
H 3.8880 2.7041 -4.0983
H 5.0048 2.4956 -5.4783
H 6.2612 2.7131 -3.0184
H 6.6183 1.3901 -4.1492
H 3.0395 0.1741 -3.1202
H 4.0804 -1.2020 -3.6558
C 9.4267 -0.3753 6.2075
C 8.7961 -0.9258 7.5044
C 7.2344 -0.9169 7.5277
S 6.9078 -1.5432 5.7837
O 5.6888 -0.9927 5.1870
O 7.0882 -2.9700 5.9010
C 8.4745 -0.7026 5.0631
H 10.4227 -0.7536 5.9773
H 9.4998 0.6939 6.4063
H 9.2682 -0.2727 8.2383
H 9.3146 -1.8766 7.6274
H 6.9853 0.1432 7.4798
H 6.5837 -1.3881 8.2644
H 7.9693 0.2335 4.8253
H 8.8852 -1.1623 4.1642
C -3.3341 -6.6568 -4.6367
C -1.9533 -6.9433 -5.2854
C -1.0254 -7.0266 -4.1186
S -1.8728 -7.8704 -2.7376
O -1.7053 -7.0003 -1.5954
O -1.6247 -9.3345 -2.5652
C -3.5898 -7.6324 -3.4555
H -4.1216 -6.6377 -5.3900
H -3.3890 -5.6762 -4.1638
H -1.7252 -6.1194 -5.9616
H -1.9224 -7.8933 -5.8188
H -0.8140 -6.0342 -3.7204
H -0.0472 -7.4859 -4.2610
H -4.2945 -7.3789 -2.6635
H -3.8984 -8.6171 -3.8066
C -3.8796 7.3180 2.8830
C -3.7507 7.9530 4.3163
C -3.4909 6.9394 5.3982
S -3.9719 5.2884 4.7226
O -5.0804 4.7131 5.4737
O -2.7228 4.4753 4.6006
C -4.4945 5.8953 3.0368
H -2.8642 7.0927 2.5570
H -4.2687 7.9581 2.0912
H -4.7191 8.4140 4.5108
H -2.9432 8.6677 4.4754
H -4.1760 7.0777 6.2347
H -2.4449 6.7592 5.6460
H -5.5843 5.8708 3.0367
H -4.2245 5.1343 2.3045
C -5.3888 1.3027 -4.6321
C -4.0503 1.7091 -5.3153
C -3.9245 3.1775 -4.9588
S -5.6208 3.9852 -5.0066
O -5.7518 4.6887 -6.3169
O -5.8643 4.6834 -3.7545
C -6.4702 2.3117 -5.0972
H -5.4110 1.1568 -3.5521
H -5.7032 0.3877 -5.1342
H -4.1816 1.7134 -6.3973
H -3.2179 1.0728 -5.0147
H -3.2588 3.8697 -5.4744
H -3.6508 3.2077 -3.9042
H -6.6380 2.2070 -6.1691
H -7.4066 2.3028 -4.5393
C 3.5790 9.8161 0.6363
C 4.7791 8.9123 0.4845
C 4.3703 7.5335 -0.0478
S 2.5476 7.4479 0.0790
O 2.0809 6.2861 0.7677
O 2.0719 7.6902 -1.2905
C 2.3702 9.0388 1.0886
H 3.4657 10.3041 -0.3317
H 3.9291 10.5941 1.3147
H 5.2509 8.8725 1.4663
H 5.4981 9.4203 -0.1582
H 4.7478 6.6930 0.5345
H 4.5995 7.2866 -1.0844
H 2.4021 8.7394 2.1362
H 1.3921 9.4566 0.8503